The following is a quantum chemistry calculation of 3 unconnected molecules or ions with the total composition C6H18NO3 at a distorted geometry, from the Open Molecules 2025 dataset.

CARTESIAN COORDINATES (ANGSTROEM)
O (-2.837, -2.411, -2.803)
O (0.405, 3.024, 3.046)
O (2.922, -2.288, 1.308)
N (0.409, 2.749, 0.302)
C (0.186, -1.171, -1.101)
C (0.592, -0.512, 0.179)
C (-0.417, 0.454, 0.799)
C (-1.071, -1.430, -1.461)
C (-1.430, -2.150, -2.733)
C (-0.615, 1.701, -0.071)
H (-1.273, -1.509, -3.602)
H (1.341, 2.429, 0.061)
H (2.796, -3.040, 0.718)
H (-3.047, -3.105, -2.178)
H (3.587, -2.588, 1.909)
H (0.808, -1.282, 0.924)
H (-0.109, 0.743, 1.802)
H (1.565, -0.014, 0.100)
H (0.405, 2.943, 1.325)
H (-0.866, -3.076, -2.828)
H (-0.347, 3.024, 3.643)
H (-1.921, -1.136, -0.856)
H (-1.586, 2.154, 0.099)
H (-1.394, -0.022, 0.867)
H (1.182, 2.902, 3.591)
H (-0.491, 1.466, -1.123)
H (0.218, 3.633, -0.164)
H (0.992, -1.488, -1.753)

Values from the calculation:
- Charge: +1
- Kohn-Sham gap: 0.337 hartree
- LUMO: -3.08 eV

These are the natural (NBO) partial charges, in e, on atoms 1 to 6: atom 1 (O): -0.707, atom 2 (O): -0.969, atom 3 (O): -0.950, atom 4 (N): -0.693, atom 5 (C): -0.208, atom 6 (C): -0.451